Record 1
Entry from the Open Molecules 2025 dataset: a cluster of 15 separate species, C30H90O30 in total (the ωB97M-V functional and the def2-TZVPD basis).

Structure (XYZ):
```
150
Properties=species:S:1:pos:R:3:mulliken_charge:R:1
C -2.6981 2.0592 -2.7394 -0.495
C -4.0760 1.5738 -2.4030 0.097
O -4.8591 2.5841 -1.7642 -0.675
O -1.9542 2.0814 -1.5641 -0.557
H -2.7839 3.0104 -3.2646 0.452
H -2.0898 1.4411 -3.3997 0.141
H -3.9417 0.6796 -1.7944 -0.292
H -4.5596 1.1516 -3.2839 0.350
H -5.0136 2.2663 -0.8716 0.324
H -1.5363 1.2524 -1.3197 -0.077
C -1.7844 -3.7722 2.7488 -0.538
C -3.1082 -3.2784 3.3092 -0.598
O -4.1360 -3.0626 2.3935 -0.637
O -1.2042 -2.7562 2.0245 0.002
H -1.8681 -4.6499 2.1080 0.299
H -1.2257 -4.1043 3.6239 0.384
H -3.0750 -2.3668 3.9059 0.150
H -3.4922 -4.0091 4.0211 0.451
H -3.8055 -2.8130 1.5274 0.250
H -0.2972 -3.0478 1.9069 -0.021
C 3.6243 2.4152 1.6817 0.189
C 3.0755 3.5219 0.6879 -0.141
O 3.9006 3.6371 -0.4808 -0.513
O 4.7618 2.9356 2.3746 -0.612
H 3.8638 1.4341 1.2716 -0.090
H 2.7785 2.2373 2.3458 0.080
H 2.9252 4.3767 1.3473 0.493
H 2.0419 3.2996 0.4228 -0.062
H 4.7433 3.9744 -0.1684 0.270
H 5.5504 2.4376 2.1472 0.402
C -2.0938 3.3703 3.2781 0.649
C -0.9271 4.2905 2.8346 -0.146
O -0.9357 5.4650 3.5816 -0.577
O -1.7948 3.0135 4.6416 -0.561
H -2.1134 2.4886 2.6375 -0.651
H -3.0741 3.8421 3.3467 0.351
H -1.1221 4.4921 1.7813 0.260
H 0.0829 3.8858 2.7699 0.095
H -0.2252 6.0474 3.3032 0.326
H -1.6810 3.8328 5.1289 0.295
C -5.0919 1.3486 3.0429 -0.364
C -4.8071 1.2639 1.5325 -0.088
O -6.0381 1.0594 0.8246 -0.569
O -5.7181 2.6296 3.2427 -0.603
H -4.2274 1.3437 3.7067 0.106
H -5.7948 0.5953 3.3986 0.444
H -4.2030 0.3659 1.4032 -0.009
H -4.2946 2.1675 1.2024 0.426
H -6.4882 1.8993 0.9416 0.409
H -5.8970 2.7151 4.1820 0.309
C 4.7657 -1.0239 5.6018 -0.760
C 4.8291 -0.9636 4.0207 -0.024
O 3.6545 -1.4950 3.4894 -0.271
O 3.7953 -0.1764 6.1508 -0.542
H 5.7247 -0.7904 6.0642 0.405
H 4.6142 -2.0213 6.0145 0.367
H 5.6696 -1.5909 3.7239 0.132
H 5.0137 0.0606 3.6965 0.086
H 3.4836 -2.3781 3.8248 0.171
H 2.9328 -0.5972 6.1240 0.301
C 0.8096 4.6104 -2.6063 0.279
C 1.8325 5.5140 -2.0826 -0.180
O 1.4792 6.8690 -2.4245 -0.622
O 0.6453 4.7801 -3.9872 -0.594
H -0.1552 4.7461 -2.1175 0.361
H 1.1415 3.5846 -2.4465 -0.401
H 2.7110 5.2371 -2.6653 0.249
H 1.9347 5.3684 -1.0072 0.118
H 1.7814 7.0047 -3.3255 0.370
H 0.0721 5.5501 -3.9934 0.371
C 5.4876 -1.4968 0.0035 -0.875
C 4.1793 -2.2750 0.2435 -0.178
O 3.1166 -1.5108 0.8532 0.223
O 6.2303 -1.2384 1.2263 -0.534
H 5.1191 -0.5881 -0.4725 0.030
H 6.1114 -1.8531 -0.8164 0.413
H 4.3814 -3.2496 0.6877 0.561
H 3.7724 -2.6382 -0.7002 0.181
H 3.4704 -1.3815 1.7362 -0.092
H 6.6004 -2.0680 1.5368 0.370
C -3.1960 -2.4805 -1.2992 0.509
C -4.6747 -2.4597 -1.4880 -1.125
O -5.3814 -3.4187 -0.6942 -0.662
O -2.7973 -1.7818 -0.0538 1.032
H -2.7227 -2.0098 -2.1608 0.117
H -2.8559 -3.5149 -1.3491 0.002
H -4.9164 -2.4928 -2.5504 0.480
H -5.1560 -1.5241 -1.2033 0.263
H -5.6488 -2.9535 0.1018 0.345
H -2.0910 -2.2053 0.4396 -0.411
C 0.6772 -0.5118 5.0898 -0.051
C -0.7888 -0.4204 4.9518 0.326
O -1.4778 0.4361 5.8694 -0.649
O 1.2093 -1.2195 6.2355 -0.717
H 1.0834 0.4957 5.1804 0.340
H 1.2341 -0.9164 4.2447 0.060
H -1.1797 -1.4377 4.9723 0.081
H -1.0542 -0.0203 3.9732 -0.125
H -1.6442 1.2894 5.4622 0.430
H 0.9739 -0.7524 7.0405 0.333
C 1.1615 -2.6037 -3.2274 0.115
C 0.7145 -2.1304 -4.6269 -0.458
O 1.8051 -2.1398 -5.5092 -0.674
O 0.0785 -2.5029 -2.3431 -0.021
H 2.0088 -2.0779 -2.7874 -0.035
H 1.5120 -3.6235 -3.3861 0.368
H 0.3201 -1.1201 -4.5187 0.184
H -0.0886 -2.6929 -5.1029 0.340
H 2.2972 -1.4266 -5.0960 0.394
H -0.1196 -3.3158 -1.8725 -0.168
C 2.4433 1.3184 -3.6905 -0.731
C 3.1170 1.1472 -2.3282 1.411
O 4.3501 1.8366 -2.4649 -0.678
O 2.9581 0.4502 -4.6360 -0.530
H 2.5122 2.3186 -4.1184 0.597
H 1.3648 1.2124 -3.5736 -0.058
H 3.2791 0.0951 -2.0941 -0.423
H 2.5496 1.6310 -1.5331 -0.417
H 4.3899 2.4805 -1.7541 0.566
H 3.5944 0.8748 -5.2160 0.321
C -2.8467 -1.4644 -8.1979 -0.544
C -2.0642 -1.5827 -6.9251 -0.306
O -2.7217 -1.1575 -5.7205 -0.373
O -3.0328 -0.0606 -8.3672 -0.545
H -3.7877 -2.0106 -8.2621 0.287
H -2.1966 -1.8611 -8.9777 0.328
H -1.1513 -0.9897 -6.9811 0.313
H -1.7466 -2.5994 -6.6939 0.320
H -2.7002 -0.2003 -5.6507 0.241
H -3.6894 0.1863 -7.7119 0.304
C 0.4168 -5.5201 -0.2479 -0.915
C 1.5040 -4.5541 0.2008 -0.002
O 1.1460 -3.6269 1.1823 -0.626
O -0.4795 -4.7845 -1.0048 -0.372
H -0.0536 -5.8631 0.6737 0.275
H 0.8253 -6.2722 -0.9229 0.528
H 1.9819 -4.0877 -0.6608 -0.026
H 2.2448 -5.1788 0.6998 0.374
H 1.7928 -2.9239 1.0865 0.063
H -0.9343 -5.4694 -1.5006 0.223
C 0.2983 -0.2187 -0.0951 2.640
C -0.2740 0.6776 0.9888 -0.760
O -0.1198 2.0189 0.6619 0.023
O -0.3829 -0.0457 -1.2903 0.859
H 0.2270 -1.2699 0.1841 -1.176
H 1.3519 0.0517 -0.1653 -0.323
H 0.2144 0.3819 1.9173 -0.110
H -1.3639 0.6634 0.9914 0.089
H -0.5473 2.1439 -0.1885 0.201
H -0.2671 -0.8292 -1.8328 -0.713
```

Computed properties:
molar mass = 931.02 g mol⁻¹
HOMO level = -9.56 eV
net charge = 0
LUMO = -0.1 eV
spin multiplicity = 1
orbital gap = 9.47 eV
E = -93985.8746 eV
energy relative to the best compared isomer or geometry (same formula, charge and spin) = 312.7 kJ/mol



Record 2
Entry from the Open Molecules 2025 dataset: a cluster of 23 separate species, C30H92ClIN2O24P in total (the ωB97M-V functional and the def2-TZVPD basis).

Structure (XYZ):
```
151
Properties=species:S:1:pos:R:3:mulliken_charge:R:1
C 6.2919 2.9651 1.4318 -0.378
C 5.1277 2.9792 0.7958 -0.252
C 3.7269 2.9196 -0.0227 -0.075
C 3.5377 1.6834 -1.0371 0.939
C 4.9940 1.3988 -1.7443 -1.496
C 6.0087 0.4155 -1.0294 0.015
C 7.4824 0.6170 -1.7341 -0.545
C 8.7013 0.2421 -0.7425 -0.413
C 9.4184 1.5446 -0.0759 -0.762
C 2.7425 2.3580 -2.3166 -1.262
O 1.3293 2.4757 -2.1859 -0.252
C 0.6553 1.4953 -1.3734 -0.831
I -0.0113 2.7178 0.3680 0.003
C -0.7745 1.3559 -2.1382 -0.997
O -1.7955 0.6393 -1.4170 0.710
C -3.1223 0.8949 -1.9753 0.152
C -3.3485 1.4268 -3.4639 -0.190
C -4.7834 1.7541 -4.0683 0.307
C -4.9613 2.3392 -5.5754 -1.045
C -6.0940 1.5606 -3.2255 -0.866
C -5.8975 0.9907 -1.7412 -0.661
C -4.4598 0.6574 -1.1276 0.012
C -4.4415 0.0779 0.3716 1.038
C -5.8186 -0.7046 0.7925 -1.329
C -4.2218 1.2279 1.4815 -0.873
C 1.4424 0.1494 -1.0204 0.625
C 1.6699 -0.7688 -2.3868 -2.001
C 0.4033 -1.5037 -3.0130 0.831
C 0.5302 -3.1440 -3.1169 -1.020
Cl 0.3431 -1.0076 -4.8312 -0.192
P 0.5029 -1.1426 0.0018 0.607
C -0.6304 -0.6389 1.3454 -0.231
C 1.2969 -2.8291 0.1088 -0.708
N 2.8715 0.4487 -0.4935 0.649
C 3.1631 0.1082 0.9346 0.795
C 2.3898 0.7268 2.1473 -0.346
N 2.0432 -0.1118 3.1453 -0.251
H 7.4391 2.9493 1.5823 0.041
H 3.7186 3.9490 -0.5763 0.507
H 2.9257 3.0413 0.7878 0.070
H 5.5213 2.4332 -1.8708 0.456
H 4.8768 1.0095 -2.8406 0.289
H 5.7325 -0.7061 -1.2169 0.158
H 6.1865 0.5487 0.0940 0.133
H 7.5377 0.1267 -2.7729 0.171
H 7.5695 1.7670 -1.9260 0.236
H 9.5250 -0.2667 -1.3895 0.300
H 8.3377 -0.5042 0.0644 0.302
H 10.5672 1.4480 -0.2540 0.317
H 9.2830 1.5198 1.0789 0.144
H 9.1054 2.5410 -0.5478 0.189
H 2.9618 1.7875 -3.3141 0.297
H 3.1572 3.4240 -2.5577 0.557
H -0.6703 0.9971 -3.2252 0.190
H -1.1588 2.4585 -2.2232 0.824
H -2.4669 1.6079 -4.2029 0.118
H -6.0134 2.1705 -6.0058 0.278
H -4.8430 3.4964 -5.4672 0.242
H -4.1204 2.0050 -6.2845 0.324
H -7.1649 1.8040 -3.5874 0.298
H -6.8834 0.8638 -1.1448 0.414
H -3.6234 -0.7561 0.3873 0.128
H -6.6561 0.0429 1.1012 0.285
H -5.6658 -1.4562 1.6466 0.158
H -6.1785 -1.2811 -0.1515 0.367
H -4.1665 0.8203 2.5702 0.295
H -3.3573 1.9466 1.2284 0.222
H -5.1877 1.8840 1.4641 0.235
H 2.1952 -0.1869 -3.2241 0.585
H 2.3879 -1.6685 -2.1618 0.299
H -0.6276 -1.3050 -2.5783 -0.045
H 1.4423 -3.5599 -2.5592 0.292
H -0.4056 -3.5919 -2.5808 0.256
H 0.4964 -3.5169 -4.2050 0.368
H -0.3683 0.2330 2.0454 0.146
H -1.6971 -0.3951 0.9370 -0.541
H -0.8112 -1.5500 2.0584 0.465
H 0.6611 -3.7057 -0.3248 0.389
H 2.3570 -2.9309 -0.3666 0.285
H 1.4483 -3.1038 1.2381 -0.099
H 3.4393 -0.3059 -0.9706 0.587
H 4.2896 0.3913 1.1000 0.336
H 3.1899 -1.0511 1.0724 -0.718
H 2.1170 1.8314 2.3704 -0.076
H 1.5679 0.4177 3.8978 0.298
O -8.0086 -2.3958 1.8053 -0.532
H -8.8371 -2.3487 1.3067 0.240
H -8.0495 -3.2554 2.2452 0.318
O 9.2971 -0.8838 -4.1903 -0.654
H 9.0079 -0.0537 -4.5924 0.321
H 8.6401 -1.5277 -4.4864 0.307
O 1.0740 -4.7023 2.9068 -0.634
H 1.5871 -3.9483 3.2264 0.305
H 1.7447 -5.3425 2.6341 0.322
O 4.8547 -2.4950 2.6661 -0.647
H 3.9831 -2.1692 2.9330 0.289
H 4.7311 -2.7679 1.7475 0.255
O -5.4222 -2.4341 4.4807 -0.696
H -4.7130 -3.0118 4.1679 0.329
H -6.1147 -2.5331 3.8136 0.324
O -5.1023 -4.2707 7.0019 -0.592
H -5.0161 -3.7161 6.2141 0.345
H -4.2744 -4.1302 7.4791 0.298
O -7.0143 3.7781 0.5926 -0.654
H -6.3076 4.4162 0.7569 0.328
H -6.5975 3.1063 0.0351 0.283
O 8.7349 4.4246 0.4200 -0.587
H 8.8893 4.4309 1.3742 0.331
H 8.2122 5.2226 0.2628 0.284
O 9.8072 -0.9308 -6.9344 -0.634
H 10.3910 -0.8249 -6.1732 0.349
H 10.3819 -0.7622 -7.6942 0.350
O -3.1462 -2.4512 -4.8295 -0.636
H -3.2651 -2.1502 -5.7397 0.293
H -2.4027 -1.9267 -4.5053 0.294
O -9.3486 5.7616 1.8809 -0.643
H -8.6391 5.1827 1.5716 0.338
H -10.0375 5.6649 1.2111 0.311
O 12.0047 0.2829 -7.5531 -0.615
H 12.1038 0.8329 -8.3419 0.291
H 12.8306 0.4173 -7.0697 0.300
O -4.4508 3.3237 3.7618 -0.577
H -4.2791 3.3217 4.7122 0.300
H -4.9782 4.1199 3.6231 0.269
O 1.0428 3.2010 4.5678 -0.612
H 0.9215 3.5025 3.6570 0.287
H 1.7857 3.7280 4.8914 0.330
O -7.6851 -4.1856 4.4471 -0.648
H -7.5147 -4.1875 5.3992 0.297
H -8.2149 -3.3888 4.3062 0.285
O 7.2138 -2.9470 4.2383 -0.598
H 6.3891 -2.8934 3.7343 0.349
H 7.1625 -3.8037 4.6822 0.331
O 3.5350 -3.0591 5.3799 -0.633
H 4.3868 -2.9292 4.9417 0.344
H 2.9342 -2.4689 4.9052 0.287
O -6.2903 -5.4559 2.2284 -0.622
H -6.9028 -5.2399 2.9466 0.343
H -6.6281 -6.2888 1.8749 0.323
O -7.2563 -6.8069 7.1925 -0.632
H -6.5481 -6.1678 7.3557 0.308
H -6.8416 -7.4774 6.6347 0.314
O -4.4435 5.2093 5.9020 -0.575
H -4.2715 5.2059 6.8529 0.288
H -4.9717 6.0065 5.7632 0.298
O -7.9707 2.8012 -5.9629 -0.618
H -8.1793 3.7158 -6.1955 0.297
H -8.3571 2.2833 -6.6819 0.306
O -10.0286 -2.1087 -0.7105 -0.637
H -9.1820 -1.9673 -1.1552 0.331
H -10.6387 -1.5240 -1.1785 0.308
```

Computed properties:
molar mass = 1058.39 g mol⁻¹
HOMO level = -9.85 eV
net charge = +1
LUMO = -2.8 eV
spin multiplicity = 1
orbital gap = 7.06 eV
E = -114611.2207 eV



Record 3
Entry from the Open Molecules 2025 dataset: a cluster of 15 separate species, C30H93N15O15 in total (the ωB97M-V functional and the def2-TZVPD basis).

Structure (XYZ):
```
153
Properties=species:S:1:pos:R:3:mulliken_charge:R:1
C 9.3893 14.8913 19.2134 0.524
O 8.8094 15.4802 18.3173 -0.687
N 10.6956 14.8585 19.1863 -0.215
N 8.9389 14.2186 20.3479 -0.277
H 11.0625 15.1633 18.2960 0.128
H 11.2447 14.3635 19.8745 0.306
H 7.9442 14.1319 20.5000 0.186
H 9.7145 13.8257 20.8619 0.294
C 17.7939 12.4231 15.1232 0.736
O 17.7518 11.8309 14.0113 -0.667
N 16.7863 12.4222 16.0065 0.002
N 18.7252 13.2449 15.6068 -0.383
H 15.9394 11.8909 15.8626 -0.301
H 16.9830 12.8397 16.9049 0.222
H 19.5446 13.4330 15.0469 0.261
H 18.6567 13.6651 16.5227 0.122
C 15.3774 8.6874 19.7609 0.461
O 14.8604 9.6557 20.2861 -0.627
N 15.8666 7.6394 20.4156 -0.424
N 15.6500 8.6338 18.4674 -0.009
H 15.8749 7.8824 21.3959 0.299
H 16.3665 6.9308 19.8978 0.180
H 16.3758 7.9720 18.2318 0.314
H 15.4785 9.4453 17.8911 -0.367
C 14.8218 13.6739 20.1049 0.506
O 15.0547 13.9618 18.9660 -0.663
N 14.9639 12.4355 20.5771 -0.195
N 14.4580 14.4773 21.0020 -0.302
H 15.0683 12.1373 21.5364 0.238
H 15.2516 11.7777 19.8668 0.082
H 14.5310 15.4768 20.8765 0.257
H 14.0825 14.0963 21.8588 0.165
C 17.4525 8.4979 15.2118 0.572
O 18.2268 8.7701 16.0928 -0.729
N 16.9683 7.2849 15.0862 -0.236
N 16.8951 9.2934 14.4043 -0.176
H 16.4935 6.9814 14.2480 0.179
H 17.4151 6.5931 15.6709 0.197
H 15.9959 8.9922 14.0567 0.267
H 16.9148 10.2365 14.7651 -0.278
C 8.6753 9.4730 17.2343 0.594
O 9.0486 9.0936 18.2643 -0.624
N 7.5263 10.0548 16.9482 -0.295
N 9.3143 9.3841 16.1174 0.298
H 6.8598 9.9350 17.6976 0.179
H 7.3842 10.6326 16.1321 0.225
H 10.1473 8.8439 15.9317 -0.171
H 8.9765 10.0597 15.4469 0.089
C 13.1053 6.9691 11.3216 -0.828
C 14.3620 7.7616 11.3040 -0.416
O 14.9260 7.6808 12.5877 -0.409
H 12.3842 7.5638 11.8825 -0.060
H 13.0820 5.9602 11.7334 0.430
H 12.8124 6.8442 10.2791 0.407
H 14.2842 8.8091 11.0127 0.346
H 15.0030 7.2396 10.5936 0.314
H 14.9324 6.7456 12.8042 0.178
C 13.0338 15.6078 15.0629 -0.637
C 11.6186 15.7100 14.6281 0.977
O 11.1399 17.0323 14.5942 -0.626
H 13.2622 16.4734 15.6848 0.435
H 13.7206 15.5589 14.2179 0.233
H 13.2650 14.6969 15.6151 -0.201
H 10.9327 15.2718 15.3531 -0.264
H 11.4574 15.1895 13.6841 -0.243
H 11.5931 17.4472 13.8566 0.346
C 9.8238 10.9586 20.7280 -0.213
C 10.3376 11.8210 21.9038 -0.730
O 11.1987 12.7738 21.2747 -0.637
H 10.4874 10.1307 20.4783 0.092
H 9.8217 11.4864 19.7743 -0.021
H 8.7959 10.6894 20.9710 0.382
H 10.9754 11.2239 22.5556 0.371
H 9.4414 12.1662 22.4194 0.345
H 12.0966 12.4408 21.2077 0.181
C 8.1025 8.5649 10.2264 -1.313
C 8.4118 9.2972 11.5751 0.624
O 7.3484 10.2549 11.6864 -0.631
H 7.2415 9.0053 9.7235 0.342
H 7.7123 7.5589 10.3805 0.435
H 8.9768 8.4650 9.5832 0.288
H 9.4243 9.6940 11.6488 -0.369
H 8.4587 8.7094 12.4918 0.240
H 6.5149 9.7893 11.7863 0.306
C 8.7064 12.9957 14.9676 0.423
C 7.3428 12.4819 14.6847 -0.986
O 7.5346 11.0636 14.4554 -0.736
H 9.1576 12.3847 15.7494 -0.236
H 8.7493 14.0067 15.3728 0.462
H 9.3025 12.9175 14.0584 -0.171
H 6.9629 13.1015 13.8724 0.434
H 6.6741 12.6835 15.5216 0.440
H 7.4174 11.0104 13.5041 0.253
C 9.9954 11.9532 9.8867 -1.450
C 10.1319 12.8462 11.0991 1.094
O 9.7363 14.1614 10.9263 -0.582
H 10.5121 11.0350 10.1659 0.283
H 10.4533 12.5254 9.0798 0.553
H 8.9673 11.7701 9.5741 0.328
H 11.0822 12.7566 11.6255 -0.266
H 9.5082 12.3451 11.8394 -0.338
H 9.3084 14.2483 10.0714 0.342
C 12.3107 8.2679 17.9725 -0.093
C 12.6721 6.9148 17.2642 0.711
C 12.8516 7.1533 15.7782 -1.082
O 11.6608 7.7137 15.1219 0.169
C 10.7385 6.7015 14.5788 -0.764
N 13.7962 6.3338 17.9139 -0.752
H 12.1440 8.2055 19.0479 0.610
H 11.4043 8.7295 17.5808 -0.469
H 13.1240 8.9894 17.8945 -0.350
H 11.8741 6.1803 17.3734 0.319
H 13.1765 6.2616 15.2421 0.465
H 13.6545 7.8748 15.6265 -0.233
H 9.8049 7.1787 14.2809 0.108
H 10.6189 5.8157 15.2027 0.344
H 11.1592 6.4444 13.6067 0.144
H 14.6269 6.9029 17.9926 0.305
H 13.4349 6.1793 18.8444 0.383
C 12.0354 12.4670 17.0495 -1.822
C 13.0068 11.4589 16.4955 4.428
C 13.6060 11.8094 15.1044 -1.946
O 12.6146 11.8981 14.1184 0.876
C 12.1135 10.6731 13.5324 0.449
N 14.1126 11.3844 17.4576 0.970
H 12.4049 13.4555 17.3224 0.293
H 11.6518 12.2290 18.0416 0.811
H 11.2147 12.6087 16.3464 -0.347
H 12.4966 10.4957 16.5021 -2.300
H 14.3971 11.1164 14.8181 -0.135
H 14.0797 12.7911 15.1068 0.261
H 11.5129 10.9216 12.6573 -0.727
H 11.4438 10.3227 14.3178 -0.145
H 12.8153 9.8643 13.3288 0.084
H 13.8308 11.1967 18.4092 0.130
H 14.4984 12.3086 17.5886 -0.462
C 14.2700 15.2552 8.3821 -1.621
C 13.5441 14.7046 9.5099 0.775
C 14.2498 14.7664 10.8849 -0.190
O 15.3380 13.9047 10.7967 -0.449
C 15.6694 13.3165 11.9799 -0.271
N 12.2939 15.5736 9.6046 -0.780
H 13.6073 15.3124 7.5185 0.415
H 15.1604 14.6432 8.2385 0.358
H 14.4862 16.2971 8.6183 0.349
H 13.2768 13.6883 9.2205 0.097
H 13.5159 14.4145 11.6099 0.062
H 14.6334 15.7728 11.0521 0.196
H 16.5321 12.6704 11.8173 0.253
H 14.8281 12.7424 12.3681 -0.037
H 16.0330 14.1686 12.5541 0.348
H 11.6536 15.1846 10.2820 0.167
H 11.7811 15.4612 8.7417 0.321
```

Computed properties:
molar mass = 904.16 g mol⁻¹
HOMO level = -8.89 eV
net charge = 0
LUMO = 0.3 eV
spin multiplicity = 1
orbital gap = 9.16 eV
E = -85680.5582 eV